No. 1
Formula: C13H9KN2O2
Source: the Open Molecules 2025 dataset
Level of theory: ωB97M-V with the def2-TZVPD basis set

Geometry (Å):
K 1.018 1.764 -3.102
O 2.075 -2.554 -2.463
C 1.527 -1.491 -2.755
O 2.032 -0.363 -2.993
C -0.016 -1.534 -2.831
C -0.684 -2.741 -2.659
C -2.065 -2.765 -2.725
C -2.751 -1.581 -2.955
C -2.005 -0.425 -3.108
N -0.672 -0.391 -3.051
H -0.105 -3.634 -2.478
H -2.597 -3.699 -2.597
H -3.829 -1.537 -3.017
H -2.499 0.526 -3.286
N 0.594 2.415 -0.447
C 0.664 2.184 0.675
C 0.757 1.851 2.080
C 1.951 2.044 2.763
C 2.020 1.686 4.100
C 0.911 1.144 4.734
C -0.277 0.956 4.042
C -0.363 1.309 2.705
H 2.811 2.460 2.257
H 2.945 1.825 4.643
H 0.974 0.862 5.777
H -1.138 0.529 4.539
H -1.279 1.162 2.151

Calculated values
- E: -1360.77028 Ha
- LUMO: -0.00456 Eh
- Orbital gap: 7.9 eV
- HOMO: -8.0 eV

Here are the natural (NBO) charges for atoms 1 to 2, given in e: atom 1 (K): 0.97, atom 2 (O): -0.69

No. 2
Formula: C6H11NO
Source: the Open Molecules 2025 dataset
Level of theory: ωB97M-V with the def2-TZVPD basis set

Geometry (Å):
C -1.109 -0.570 -0.540
C -0.014 0.628 -0.571
C 1.225 -0.143 -0.988
C 1.243 -0.966 0.338
C 0.463 1.115 0.811
C -0.502 1.961 -0.026
H -2.916 -0.996 0.141
H -1.565 -0.429 -1.519
H -0.710 -1.525 -0.248
H 2.148 0.435 -1.067
H 1.023 -0.830 -1.801
H 0.514 -1.976 0.299
H 2.328 -1.521 0.697
H -0.349 -0.677 1.813
H 1.583 1.393 0.624
H -1.611 1.721 0.343
H -0.073 2.943 -0.224
N 0.543 -0.135 1.511
O -2.220 -0.428 0.407

Calculated values
- E: -364.97030 Ha
- LUMO: 0.02846 Eh
- Structure (SMILES): OC[C@]12CCN[C@@H]1C2
- Orbital gap: 8.4 eV
- HOMO: -7.6 eV

Here are the natural (NBO) charges for atoms 1 to 2, given in e: atom 1 (C): -0.09, atom 2 (C): -0.10

No. 3
Formula: C8H20FN4O
Source: the Open Molecules 2025 dataset
Level of theory: ωB97M-V with the def2-TZVPD basis set

Geometry (Å):
C 1.702 -0.475 2.639
C 0.446 0.370 2.657
F 0.750 1.676 2.950
N -0.247 0.432 1.315
C -1.471 1.294 1.386
C -2.072 1.487 0.009
O -1.955 0.391 -0.872
C -1.372 -0.856 -0.532
C -0.433 -1.273 -1.658
C 0.692 -0.296 -2.077
N 1.348 -0.904 -3.207
N 1.523 -0.017 -0.876
N 0.301 1.020 -2.545
C -0.677 -0.911 0.845
H 2.002 -0.737 1.627
H 2.499 0.116 3.086
H 1.572 -1.381 3.227
H -0.317 0.030 3.360
H 0.451 0.791 0.640
H -1.205 2.258 1.809
H -2.137 0.775 2.078
H -3.124 1.751 0.137
H -1.586 2.338 -0.480
H -2.168 -1.604 -0.469
H 0.026 -2.209 -1.317
H -1.002 -1.516 -2.554
H 2.061 -0.284 -3.576
H 1.762 -1.805 -2.997
H 2.164 0.732 -1.134
H 2.106 -0.826 -0.673
H -0.203 1.537 -1.838
H -0.311 0.935 -3.350
H -1.332 -1.306 1.621
H 0.207 -1.533 0.771

Calculated values
- E: -710.71885 Ha
- LUMO: -0.09052 Eh
- Structure (SMILES): C[C@@H](F)[N@@H+]1CCO[C@@H](CC(N)(N)N)C1
- Charge: +1
- Orbital gap: 10.3 eV
- HOMO: -12.7 eV

Here are the natural (NBO) charges for atoms 1 to 2, given in e: atom 1 (C): -0.68, atom 2 (C): 0.38

No. 4
Formula: C27H28N7O7Tc
Source: the Open Molecules 2025 dataset
Level of theory: ωB97M-V with the def2-TZVPD basis set

Geometry (Å):
Tc 0.879 -0.051 -0.254
O -0.163 2.269 4.738
C -0.845 3.158 3.973
C -1.377 4.235 4.681
C -2.066 5.245 4.054
C -2.272 5.169 2.682
C -1.779 4.103 1.974
C -1.027 3.067 2.579
C -0.505 2.116 1.613
O 0.080 0.768 1.811
N -0.580 2.380 0.369
N -0.252 1.542 -0.590
C 0.695 1.792 -1.506
C 0.592 1.308 -2.900
C 0.152 2.072 -3.964
C 0.107 1.520 -5.235
C 0.591 0.236 -5.454
C 1.082 -0.527 -4.416
C 1.059 -0.015 -3.107
O 1.422 -0.712 -2.064
H 0.223 1.573 4.193
H -1.203 4.253 5.745
H -2.439 6.082 4.624
H -2.821 5.942 2.170
H -1.943 4.042 0.912
H 1.286 2.702 -1.373
H -0.197 3.082 -3.799
H -0.301 2.092 -6.052
H 0.578 -0.172 -6.452
H 1.462 -1.522 -4.584
C -2.055 -1.678 -2.837
C -0.991 -2.444 -2.152
N -0.500 -2.180 -0.958
C 0.516 -3.073 -0.751
C 0.622 -3.909 -1.842
N -0.347 -3.488 -2.712
C 1.561 -4.986 -2.239
O 2.405 -5.409 -1.318
O 1.518 -5.423 -3.361
C 1.442 -2.892 0.394
O 2.026 -3.842 0.902
O 1.558 -1.673 0.783
H -2.452 -0.924 -2.163
H -2.857 -2.331 -3.176
H -1.626 -1.180 -3.707
H -0.477 -3.898 -3.627
H 2.325 -4.948 -0.446
C -1.127 -3.319 4.015
C -2.024 -2.325 3.293
N -1.233 -1.175 2.896
C -0.084 -0.849 3.471
N 0.591 0.263 3.022
C 2.059 0.331 3.110
C 2.594 -0.830 3.933
C 1.648 -1.077 5.102
N 0.364 -1.466 4.552
C -0.363 -2.592 5.112
H -0.418 -3.757 3.310
H -1.727 -4.114 4.450
H -2.846 -1.994 3.938
H -2.451 -2.771 2.394
H -1.471 -0.716 2.028
H 2.332 1.294 3.554
H 2.456 0.277 2.086
H 3.597 -0.605 4.288
H 2.643 -1.731 3.318
H 1.533 -0.174 5.713
H 2.008 -1.885 5.739
H -1.047 -2.231 5.888
H 0.359 -3.266 5.576

Calculated values
- E: -2036.21018 Ha
- LUMO (alpha / beta): -0.10469 / -0.13176 Eh
- Charge: +1
- 2S+1: 4
- Orbital gap (alpha / beta): 7.5 / 6.8 eV
- HOMO (alpha / beta): -10.3 / -10.4 eV

Here are the natural (NBO) charges for atoms 1 to 2, given in e: atom 1 (Tc): 1.30, atom 2 (O): -0.67

No. 5
Formula: C3H24N6O9
Source: the Open Molecules 2025 dataset
Level of theory: ωB97M-V with the def2-TZVPD basis set

Geometry (Å):
C 1.039 -1.113 6.729
O 0.929 -0.720 7.881
N 0.683 -2.262 6.239
N 1.302 -0.191 5.857
H 0.288 -2.952 6.862
H 0.542 -2.329 5.241
H 1.271 -0.389 4.867
H 1.420 0.770 6.146
C -1.893 3.631 -3.199
O -1.657 3.270 -4.318
N -1.219 4.580 -2.476
N -2.964 3.261 -2.565
H -1.497 4.656 -1.508
H -0.482 5.135 -2.886
H -3.430 2.474 -2.994
H -2.999 3.526 -1.591
C 0.116 -3.006 -5.113
O 1.095 -3.690 -5.285
N 0.263 -1.764 -4.845
N -1.142 -3.273 -5.220
H 1.193 -1.504 -4.547
H -0.492 -1.098 -4.921
H -1.300 -4.223 -5.527
H -1.842 -2.929 -4.578
O 2.463 -4.533 2.035
H 3.292 -4.058 2.093
H 2.612 -5.337 2.532
O -1.348 -3.092 0.368
H -1.104 -2.201 0.117
H -0.668 -3.363 0.985
O -3.648 1.010 1.630
H -3.640 0.660 0.739
H -2.726 1.173 1.831
O -1.106 5.301 2.367
H -1.745 5.029 3.026
H -1.308 6.222 2.202
O 4.772 0.319 -2.720
H 5.178 -0.519 -2.938
H 5.185 0.948 -3.311
O 1.174 0.687 0.298
H 1.367 1.624 0.330
H 2.026 0.271 0.171

Calculated values
- E: -1134.42756 Ha
- LUMO: -0.00950 Eh
- Structure (SMILES): NC(N)=O.NC(N)=O.NC(N)=O.O.O.O.O.O.O
- Orbital gap: 9.3 eV
- HOMO: -9.5 eV

Here are the natural (NBO) charges for atoms 1 to 2, given in e: atom 1 (C): 0.74, atom 2 (O): -0.68

No. 6
Formula: C4H5NO2
Source: the Open Molecules 2025 dataset
Level of theory: ωB97M-V with the def2-TZVPD basis set

Geometry (Å):
C 1.790 0.759 0.557
C -0.309 0.164 0.262
C -0.526 -0.534 -0.802
C -1.854 -0.943 -0.789
H 2.084 -0.236 0.490
H 1.916 1.170 -0.441
H 2.653 1.005 1.295
H 0.398 -0.471 -1.626
H -2.687 -1.527 -1.212
N -2.410 -0.503 0.406
O 0.515 0.766 0.943
O -1.570 0.351 0.917

Calculated values
- E: -360.48568 Ha
- LUMO: 0.02482 Eh
- Structure (SMILES): COc1ccno1
- Orbital gap: 9.4 eV
- HOMO: -8.7 eV

Here are the natural (NBO) charges for atoms 1 to 2, given in e: atom 1 (C): -0.27, atom 2 (C): 0.57

- Among the records above, which one has the lowest E?
  C27H28N7O7Tc

- Among the records above, which one has the lowest E?
  C27H28N7O7Tc

Copy entry 5 word for word.
Formula: C3H24N6O9
Source: the Open Molecules 2025 dataset
Level of theory: ωB97M-V with the def2-TZVPD basis set

Geometry (Å):
C 1.039 -1.113 6.729
O 0.929 -0.720 7.881
N 0.683 -2.262 6.239
N 1.302 -0.191 5.857
H 0.288 -2.952 6.862
H 0.542 -2.329 5.241
H 1.271 -0.389 4.867
H 1.420 0.770 6.146
C -1.893 3.631 -3.199
O -1.657 3.270 -4.318
N -1.219 4.580 -2.476
N -2.964 3.261 -2.565
H -1.497 4.656 -1.508
H -0.482 5.135 -2.886
H -3.430 2.474 -2.994
H -2.999 3.526 -1.591
C 0.116 -3.006 -5.113
O 1.095 -3.690 -5.285
N 0.263 -1.764 -4.845
N -1.142 -3.273 -5.220
H 1.193 -1.504 -4.547
H -0.492 -1.098 -4.921
H -1.300 -4.223 -5.527
H -1.842 -2.929 -4.578
O 2.463 -4.533 2.035
H 3.292 -4.058 2.093
H 2.612 -5.337 2.532
O -1.348 -3.092 0.368
H -1.104 -2.201 0.117
H -0.668 -3.363 0.985
O -3.648 1.010 1.630
H -3.640 0.660 0.739
H -2.726 1.173 1.831
O -1.106 5.301 2.367
H -1.745 5.029 3.026
H -1.308 6.222 2.202
O 4.772 0.319 -2.720
H 5.178 -0.519 -2.938
H 5.185 0.948 -3.311
O 1.174 0.687 0.298
H 1.367 1.624 0.330
H 2.026 0.271 0.171

Calculated values
- E: -1134.42756 Ha
- LUMO: -0.00950 Eh
- Structure (SMILES): NC(N)=O.NC(N)=O.NC(N)=O.O.O.O.O.O.O
- Orbital gap: 9.3 eV
- HOMO: -9.5 eV

Here are the natural (NBO) charges for atoms 1 to 2, given in e: atom 1 (C): 0.74, atom 2 (O): -0.68